# 1
Computed, not measured: a cluster of 12 separate species, C32H98O42P10 in total at a distorted geometry, with ωB97M-V/def2-TZVPD.

## Properties
* net charge: 0
* strongest force on any atom: 3.6 eV/A
* DFT total energy: -7852.31247 hartree
* orbital gap: 10.0 eV
* SMILES: COP(=O)(OC)OC.COP(=O)(OC)OC.COP(=O)(OC)OC.COP(=O)(OC)OC.COP(=O)(OC)OC.COP(=O)(OC)OC.COP(=O)(OC)OC.COP(=O)(OC)OC.COP(=O)(OC)OC.COP(=O)(OC)OC.CO.CO
* LUMO: -0.1 eV
* HOMO level: -10.11 eV

The geometry in XYZ format:
```
182
Properties=species:S:1:pos:R:3:forces:R:3:mulliken_charge:R:1
P -1.244 -26.819 -32.985 -0.7 1.4 0.2 1.030
P -2.958 -31.880 -22.712 1.4 -0.1 -2.2 0.976
P -2.974 -22.154 -22.449 0.6 -0.4 -1.5 1.012
P 3.932 -18.066 -18.481 0.2 -1.0 1.4 1.013
P 11.559 -26.091 -28.234 1.1 1.1 -1.2 1.065
P 5.527 -22.854 -32.146 0.8 0.4 -0.6 1.043
P 5.164 -33.061 -27.247 2.1 -0.5 0.2 1.073
P -1.819 -18.855 -28.114 0.5 -1.8 -0.1 0.938
P 3.714 -25.329 -16.320 0.4 0.1 0.9 0.928
P 9.709 -18.385 -24.557 -1.0 -0.3 -0.4 0.874
O -0.753 -25.417 -33.256 -0.6 -2.8 0.3 -0.650
O 4.652 -21.818 -33.031 0.8 -1.1 0.8 -0.293
O 5.283 -24.933 -16.123 -1.9 0.1 -1.0 -0.307
O 5.575 -18.113 -18.362 -2.7 1.0 -1.2 -0.353
O 5.179 -22.971 -30.718 0.0 -0.1 -1.2 -0.653
O -4.003 -22.439 -23.706 0.5 0.7 2.0 -0.322
O 12.198 -25.801 -26.740 -1.6 0.6 -2.8 -0.338
O 12.441 -27.411 -28.852 -1.3 2.7 1.0 -0.331
O -0.925 -27.969 -34.061 -1.4 1.2 1.5 -0.281
O 2.927 -23.897 -15.911 1.0 -1.8 -0.5 -0.245
O -3.510 -31.501 -21.425 -0.2 0.1 0.5 -0.654
O 4.050 -32.158 -27.936 -0.1 0.3 1.3 -0.212
O -1.028 -18.989 -26.710 -1.5 0.8 -0.9 -0.179
O 3.299 -17.125 -19.436 1.3 -1.1 1.2 -0.683
O 10.099 -26.682 -28.019 1.5 0.2 1.2 -0.182
O 4.749 -24.609 -25.645 0.7 0.7 0.0 -0.450
O -2.464 -30.602 -23.646 -1.0 -2.4 -0.1 -0.305
O 6.282 -33.398 -28.162 -1.4 0.1 1.0 -0.731
O 10.569 -19.492 -23.779 -0.8 0.3 0.5 -0.292
O -3.832 -22.552 -21.128 0.6 1.3 -0.8 -0.333
O 9.128 -19.173 -25.877 0.9 1.5 0.6 -0.283
O 3.616 -19.641 -18.720 -0.2 1.7 1.3 -0.176
O -3.263 -18.317 -27.690 1.2 -0.7 0.2 -0.261
O 10.506 -17.177 -24.842 -1.1 -0.8 -0.1 -0.671
O 5.672 -32.248 -25.904 -1.8 -1.7 -1.4 -0.327
O 8.244 -25.385 -23.376 0.2 0.4 0.8 -0.473
O 11.525 -24.872 -29.130 0.7 -2.4 1.9 -0.696
O -1.687 -22.897 -22.608 -2.0 1.0 0.4 -0.664
O -3.983 -32.665 -23.720 2.6 0.4 1.3 -0.325
O -2.823 -20.517 -22.447 -0.2 -2.5 0.0 -0.207
O -0.699 -27.472 -31.592 -1.3 0.8 -1.9 -0.274
O 3.529 -25.518 -17.937 0.2 0.3 1.9 -0.280
O -2.868 -26.928 -32.837 1.1 -0.4 -0.7 -0.360
O 5.438 -24.231 -33.012 0.5 1.4 1.3 -0.344
O -1.063 -18.105 -29.136 -0.9 -0.6 0.6 -0.708
O 3.304 -26.534 -15.541 0.0 1.7 -0.9 -0.678
O 7.033 -22.284 -32.437 -2.1 -1.8 -0.7 -0.286
O 4.391 -34.339 -26.644 1.0 1.3 -1.2 -0.321
O -2.158 -20.443 -28.456 1.2 2.4 2.4 -0.223
O 3.461 -17.975 -16.895 2.4 0.3 -2.7 -0.308
O 8.314 -18.252 -23.678 2.1 0.0 -0.2 -0.178
O -1.654 -32.869 -22.653 -1.6 1.3 -0.6 -0.233
C -3.070 -20.856 -29.405 0.4 -0.3 -2.5 -0.723
C -4.511 -23.794 -21.158 -0.7 -1.0 -0.1 -0.665
C -5.080 -21.512 -23.970 0.3 0.8 -1.7 -0.637
C 8.073 -20.112 -25.811 -0.3 -0.7 0.4 -0.606
C -2.076 -19.988 -21.347 -0.9 0.6 1.1 -0.768
C -3.756 -26.778 -33.978 -0.1 0.3 -0.4 -0.667
C 3.215 -32.680 -28.954 -0.5 -0.3 -0.6 -0.716
C 2.203 -18.347 -16.463 -1.6 -0.1 0.8 -0.639
C 3.371 -34.154 -25.695 0.0 -0.5 1.8 -0.703
C 2.180 -25.603 -18.434 -0.3 0.1 -1.1 -0.617
C 0.253 -19.537 -26.602 1.0 -2.2 -0.2 -0.751
C 1.561 -24.008 -15.498 -0.5 -0.1 0.3 -0.708
C -5.052 -31.958 -24.246 -1.9 1.5 -0.5 -0.706
C 5.819 -24.207 -34.395 -0.6 0.3 -0.3 -0.572
C 5.847 -24.269 -14.944 -0.5 0.0 -1.4 -0.557
C 11.899 -19.855 -24.156 0.4 -0.5 -1.6 -0.733
C 7.556 -21.142 -31.810 0.4 0.5 0.5 -0.648
C -1.202 -29.975 -23.590 0.4 1.0 1.4 -0.535
C 0.061 -26.632 -30.774 1.6 0.8 1.9 -0.712
C -1.140 -33.332 -21.405 -0.3 -0.2 0.4 -0.667
C 8.210 -24.475 -22.249 0.1 0.3 -1.3 -0.465
C 4.269 -20.314 -19.738 0.2 -0.9 -1.8 -0.791
C -3.291 -17.252 -26.740 0.0 1.1 -0.5 -0.656
C 7.326 -17.200 -23.901 0.4 -1.0 -0.4 -0.633
C 5.920 -30.869 -26.033 0.7 0.8 0.0 -0.553
C 0.362 -28.141 -34.542 1.4 -0.7 -2.2 -0.758
C 6.206 -19.003 -17.477 0.6 -0.2 1.1 -0.687
C 9.365 -27.087 -29.152 -0.9 -0.6 -0.4 -0.676
C 13.624 -26.986 -29.584 -0.6 0.0 -0.4 -0.719
C 3.310 -21.496 -32.708 -0.8 1.1 -0.5 -0.699
C 3.620 -25.188 -25.035 -0.3 -0.6 -0.9 -0.503
C 12.235 -26.818 -25.781 0.7 -1.4 0.3 -0.609
H 6.396 -17.756 -24.023 -0.1 0.3 0.1 0.255
H -2.318 -16.775 -26.620 0.1 -0.2 0.0 0.346
H -4.498 -24.223 -22.160 0.3 -0.2 0.1 0.312
H -4.666 -26.247 -33.699 0.3 0.2 0.5 0.280
H 6.998 -30.719 -26.088 0.0 0.0 -0.3 0.222
H 1.124 -26.697 -31.009 0.0 -0.2 -0.2 0.293
H 5.089 -23.640 -14.478 -0.1 -0.6 0.6 0.284
H -4.131 -27.707 -34.408 0.6 -0.5 0.4 0.283
H 2.630 -34.941 -25.835 -0.2 0.4 -0.2 0.271
H -2.509 -21.553 -30.027 -0.2 -0.4 -0.1 0.276
H 1.378 -25.919 -17.768 0.5 0.3 0.7 0.288
H 6.876 -19.700 -17.980 0.0 0.3 -0.4 0.271
H 2.758 -22.116 -32.002 0.6 -0.3 0.1 0.342
H 13.665 -25.909 -29.748 0.0 0.1 0.7 0.359
H -4.995 -31.722 -25.309 0.4 -0.9 -0.3 0.289
H 11.573 -27.645 -26.038 -0.2 0.1 0.2 0.293
H -3.644 -17.574 -25.761 -0.2 -0.1 -0.3 0.204
H 0.807 -29.086 -34.231 0.0 0.2 0.6 0.274
H 14.493 -27.367 -29.047 0.0 0.0 -0.4 0.244
H -1.790 -20.736 -20.607 0.4 -0.3 -0.4 0.338
H 12.038 -26.442 -24.777 -0.2 0.2 -0.3 0.252
H -0.677 -34.294 -21.621 0.0 0.1 0.2 0.243
H -0.577 -30.449 -22.832 0.0 0.2 0.2 0.203
H 2.213 -32.255 -28.895 0.2 0.5 0.2 0.266
H 6.784 -18.352 -16.821 0.2 -0.4 0.2 0.292
H -1.453 -28.947 -23.329 0.4 0.1 0.4 0.253
H 3.483 -20.908 -20.205 0.4 -0.2 -0.3 0.289
H -1.243 -19.353 -21.650 -0.1 -0.4 -0.3 0.248
H -0.426 -32.634 -20.966 0.1 0.0 -0.3 0.277
H -5.569 -23.701 -20.911 0.0 0.6 0.1 0.251
H 13.249 -27.219 -25.802 0.1 -0.2 0.2 0.259
H 0.244 -28.261 -35.619 0.0 0.0 -0.2 0.289
H 7.719 -20.211 -24.785 0.0 -0.2 0.0 0.291
H -6.093 -21.884 -24.126 0.2 -1.1 0.9 0.310
H -5.186 -30.943 -23.872 0.3 0.0 0.8 0.305
H 1.953 -24.655 -18.921 -0.2 0.1 0.4 0.258
H 2.093 -26.336 -19.237 0.7 -0.2 0.0 0.282
H -0.563 -29.872 -24.466 -0.8 -0.8 -0.7 0.242
H 2.965 -33.149 -25.580 -0.2 0.0 -0.8 0.341
H -3.968 -21.380 -29.076 0.0 0.5 0.6 0.224
H 5.615 -30.339 -25.131 -0.4 -0.2 -0.1 0.244
H 8.421 -25.017 -21.327 -0.5 0.1 -0.1 0.235
H 1.370 -23.630 -14.494 0.7 -0.1 0.3 0.269
H 8.435 -21.066 -26.194 0.1 0.0 0.2 0.268
H 7.809 -20.375 -32.543 0.0 -0.2 -0.2 0.260
H 8.391 -26.596 -29.134 0.1 0.2 0.0 0.245
H 0.917 -23.372 -16.105 0.2 -0.3 -0.5 0.250
H 9.179 -28.154 -29.033 0.1 -0.1 -0.3 0.269
H 1.067 -27.313 -34.475 -0.3 0.2 0.7 0.343
H 6.859 -20.695 -31.102 0.1 -0.2 0.2 0.305
H 9.866 -26.868 -30.094 0.0 0.0 0.1 0.305
H 4.960 -23.964 -35.020 -0.3 -0.1 0.1 0.238
H 12.688 -19.636 -23.437 -0.6 0.2 0.3 0.284
H 12.201 -19.453 -25.123 -0.2 0.9 0.1 0.326
H -0.134 -25.561 -30.717 -0.7 -0.1 -0.9 0.319
H 13.497 -27.334 -30.609 0.4 -0.7 0.2 0.259
H 2.741 -24.981 -25.646 -0.3 0.1 0.3 0.263
H 6.555 -23.537 -15.334 0.3 -0.4 0.0 0.222
H 1.053 -18.911 -26.207 -0.6 0.5 0.0 0.290
H -0.036 -26.929 -29.730 -0.2 -0.5 -0.1 0.282
H 0.612 -20.019 -27.511 0.0 0.6 -0.6 0.311
H 11.929 -20.905 -24.447 -0.3 -0.3 0.8 0.281
H 2.749 -21.475 -33.642 0.0 -0.2 0.0 0.264
H -5.132 -20.620 -23.346 0.3 -0.3 0.3 0.309
H 3.827 -34.331 -24.721 0.0 -0.2 0.2 0.289
H 3.765 -26.266 -25.092 -0.2 -0.2 0.6 0.203
H 5.535 -19.614 -16.873 -0.3 0.2 -0.1 0.335
H 1.257 -25.055 -15.504 -0.2 0.1 -0.1 0.353
H 2.238 -19.206 -15.794 0.4 0.0 0.1 0.238
H 7.281 -23.908 -22.314 -0.5 -0.4 0.8 0.191
H 1.489 -18.628 -17.238 0.2 0.3 -0.3 0.300
H 3.470 -24.832 -24.016 0.1 0.0 -0.1 0.193
H 5.098 -20.958 -19.444 -0.2 -0.2 0.7 0.248
H -3.309 -26.224 -34.804 0.3 0.1 0.2 0.309
H 6.522 -23.400 -34.602 0.5 -0.5 0.1 0.312
H -3.265 -20.044 -30.106 -0.7 0.1 0.1 0.352
H -2.810 -19.395 -20.802 0.2 0.4 0.0 0.301
H 4.737 -19.673 -20.485 -0.4 0.4 -0.1 0.381
H -4.112 -24.487 -20.417 0.4 0.1 -0.2 0.273
H 7.541 -16.683 -24.837 0.0 0.3 0.2 0.325
H 6.140 -25.219 -34.643 0.4 0.3 0.0 0.239
H 3.315 -20.466 -32.351 -0.1 -0.1 0.3 0.257
H 4.526 -24.349 -26.541 0.1 0.0 0.0 0.295
H 3.661 -32.432 -29.917 -0.1 -0.3 0.0 0.272
H 1.822 -17.493 -15.903 -0.3 -0.1 0.0 0.274
H 3.038 -33.750 -28.843 0.5 -0.1 -0.1 0.306
H -4.848 -21.198 -24.988 0.1 0.6 0.0 0.237
H 5.423 -30.480 -26.922 0.1 0.3 0.2 0.280
H 8.466 -21.490 -31.320 0.0 0.4 0.2 0.237
H -1.941 -33.444 -20.675 0.0 -0.2 -0.1 0.336
H 8.930 -23.664 -22.358 0.6 -0.2 0.0 0.225
H -3.914 -16.502 -27.228 -0.3 0.1 0.6 0.282
H 6.325 -25.080 -14.395 -0.2 0.6 0.5 0.253
H 7.268 -16.546 -23.032 0.2 0.0 -0.2 0.241
H 0.154 -20.439 -25.997 0.0 0.2 0.7 0.284
H -5.978 -32.483 -24.013 0.1 -0.1 -0.2 0.299
H 7.779 -24.926 -24.080 0.0 -0.2 -0.2 0.287
H 7.208 -19.849 -26.419 0.2 0.5 -0.2 0.252
```
Forces are in eV/Å.

# 2
Computed, not measured: a cluster of 16 separate species, C32H99N3O19 in total at a distorted geometry, with ωB97M-V/def2-TZVPD.

## Properties
* net charge: 0
* strongest force on any atom: 2.4 eV/A
* DFT total energy: -2872.00469 hartree
* orbital gap: 8.8 eV
* LUMO: 0.2 eV
* HOMO level: -8.59 eV

The geometry in XYZ format:
```
153
Properties=species:S:1:pos:R:3:forces:R:3:mulliken_charge:R:1
O -2.892 -0.231 0.110 0.3 0.5 -0.2 0.443
O 6.828 7.214 -4.346 -0.8 -0.2 0.0 -0.277
O 1.201 -3.963 2.094 -0.4 0.4 0.2 -0.415
O -4.766 3.613 -2.573 -0.3 0.3 -0.3 -0.579
O -0.015 -0.582 -3.122 0.4 0.2 -0.4 -0.550
O -1.107 -4.415 -2.438 -1.3 -1.2 -0.8 -0.478
O -0.895 -5.824 2.773 0.5 0.9 0.1 -0.635
O -3.475 -1.351 4.838 0.1 -0.1 0.5 -0.245
O -4.846 -4.355 1.242 0.8 0.0 0.6 -0.101
O -7.339 -1.639 -4.198 0.1 -0.5 -0.4 -0.548
O 1.058 0.871 -0.975 0.3 -0.8 -0.2 -0.139
O 6.002 2.155 -4.032 0.1 -0.5 -0.8 -0.360
O -0.804 -0.976 6.275 1.1 -0.5 -0.2 -0.388
O 3.363 -2.614 0.107 0.4 -0.2 -0.4 -0.442
O -2.428 3.365 5.472 1.1 -0.6 -0.5 -0.621
O 5.930 -2.186 -2.887 0.5 0.0 0.0 -0.575
O -1.581 4.643 3.235 0.3 0.2 -0.3 -0.646
O 0.735 0.120 4.115 0.3 -0.5 0.6 -0.025
O -1.350 5.046 -3.917 0.7 -0.4 -0.4 -0.553
N 8.089 4.486 -4.593 0.0 0.2 -0.5 -0.326
N -0.527 0.361 1.512 -0.9 0.1 -0.9 -0.271
N -4.183 -4.447 -1.744 0.6 0.4 0.5 0.000
C 6.576 8.560 -4.656 0.6 0.6 -0.4 -0.783
C 8.285 5.508 -3.582 0.7 -0.2 -0.5 -0.370
C 8.212 6.892 -4.177 -1.2 1.1 0.0 -0.750
C -4.635 -1.732 5.566 -0.3 0.4 -0.8 -0.615
C -4.076 -0.578 -0.536 -1.1 -0.4 -1.1 -0.801
C -0.072 -3.888 -3.237 0.2 -0.9 0.0 -0.534
C -6.281 -2.049 -3.359 0.6 0.7 0.8 -0.246
C -1.900 -3.467 -1.744 1.0 -0.1 0.1 -0.317
C -2.033 -4.938 2.768 -1.1 -2.1 -0.1 -0.412
C 7.161 2.518 -3.332 1.3 -0.9 1.0 -0.261
C -1.354 -0.166 -2.917 0.5 -0.8 0.9 0.263
C 8.284 3.088 -4.181 -0.5 1.5 -0.9 -0.950
C -3.028 3.061 2.089 0.6 -0.3 -0.6 -0.141
C 2.120 1.373 -1.778 -0.2 0.1 -0.2 -1.214
C -1.801 2.100 5.718 -1.1 -0.1 -0.1 -0.275
C -5.777 -4.524 0.221 -0.4 0.5 -1.9 -0.578
C 0.136 -1.615 7.152 -0.3 1.1 0.6 -0.787
C 4.409 -2.569 1.086 -1.7 1.4 0.2 -0.321
C -5.293 -3.521 2.320 0.1 -0.9 -0.7 -0.724
C -1.597 3.503 2.381 0.5 -0.5 -0.3 -0.240
C 0.493 -0.543 0.981 -0.2 0.1 -0.3 2.697
C -5.160 -5.232 -1.012 -0.6 0.1 0.1 -1.005
C -2.595 -1.062 1.214 1.2 0.2 0.8 0.695
C 4.774 2.689 -3.662 -0.5 1.1 0.3 -0.592
C 1.570 0.233 0.194 0.0 0.1 1.0 -0.895
C -1.703 -0.248 2.173 0.0 0.4 0.2 -0.205
C 5.211 -1.093 -2.352 -0.5 -0.2 0.2 0.027
C 1.422 -3.499 3.414 0.7 -1.0 1.0 -0.643
C -3.939 3.242 -1.460 -0.2 0.6 -1.9 -0.341
C 2.133 0.205 4.353 0.2 0.5 -0.8 -0.477
C -3.041 -4.061 -0.937 1.0 -0.2 -0.1 0.311
C -1.290 3.636 -3.752 -0.5 -0.2 0.4 -0.243
H -0.711 2.087 5.676 0.1 0.4 0.4 0.158
H -0.381 -3.268 -4.082 -0.3 0.7 0.6 0.265
H 5.571 8.812 -4.997 -0.3 -0.9 0.3 0.252
H -2.789 -1.145 5.490 0.2 0.0 -0.2 0.256
H -3.567 2.658 2.944 0.1 0.3 0.2 0.232
H 2.377 -0.094 5.369 -0.3 0.2 0.1 0.309
H -2.008 3.698 4.655 -0.5 0.4 0.8 0.422
H -1.316 5.410 2.725 -0.1 0.1 0.1 0.359
H 7.013 3.166 -2.462 -0.5 0.2 -0.1 0.344
H 8.664 7.641 -3.516 0.0 -0.1 0.2 0.432
H -1.015 0.677 0.669 0.6 0.9 0.0 0.479
H 1.019 -0.975 7.262 0.0 0.0 -0.1 0.302
H -0.200 -0.603 5.611 -0.8 0.3 -0.5 0.149
H -0.340 -1.588 8.132 0.1 -0.7 0.1 0.321
H 2.383 -0.469 0.003 0.0 0.0 -0.5 0.450
H 4.148 -1.343 -2.399 -0.1 0.5 -0.1 0.005
H -4.154 -1.658 -0.721 -0.3 0.0 0.7 -0.117
H 0.675 -3.471 -2.557 0.1 0.6 -0.5 0.168
H 4.682 3.703 -4.073 -0.1 0.1 0.4 0.357
H -2.319 -2.735 -2.443 0.2 0.3 0.1 0.228
H 5.443 -2.992 -2.702 0.0 0.0 0.1 0.323
H -0.898 3.034 -4.581 0.2 0.5 -0.2 0.358
H -4.857 -6.225 -0.650 0.5 0.0 -0.2 0.300
H 0.504 0.495 3.253 -0.1 0.2 -0.2 0.070
H -4.955 -0.140 -0.052 0.0 -0.4 0.4 0.443
H 1.632 1.961 -2.551 0.2 0.3 0.0 0.431
H 0.502 -2.594 6.840 -0.5 -0.2 0.0 0.261
H 2.739 -0.424 3.692 -0.3 -0.3 -0.1 -0.087
H -5.455 -2.507 1.950 -0.7 0.0 0.0 0.387
H -4.179 -0.232 -1.572 0.8 0.6 0.1 -0.013
H 9.259 3.123 -3.691 -0.2 -0.6 0.5 0.406
H 5.093 -1.790 0.755 0.6 -0.7 -0.4 0.269
H -7.595 -2.399 -4.728 -0.2 0.1 0.0 0.320
H 4.821 -3.539 1.345 0.3 0.0 -0.2 0.299
H -1.009 3.673 1.470 -0.5 0.4 -0.2 0.592
H -2.646 -5.234 3.627 0.1 0.8 0.3 0.446
H 4.623 2.698 -2.575 0.2 0.2 0.0 0.259
H 0.893 -1.115 1.823 0.5 0.1 -0.1 -0.641
H 0.822 -2.668 3.797 -0.1 0.3 -0.7 0.092
H 1.994 1.079 0.747 0.0 -0.3 0.7 0.280
H 7.198 4.648 -5.046 0.0 -0.2 -0.1 0.238
H 2.461 1.227 4.149 0.2 0.1 0.4 0.313
H -1.447 0.922 -2.867 -0.2 0.0 -0.5 -0.207
H -6.160 -3.560 -0.147 0.2 0.3 0.2 0.293
H 9.313 5.453 -3.209 -0.1 -0.4 0.2 0.363
H -1.994 -1.902 0.852 -0.4 -0.4 0.1 -0.358
H -4.545 -3.410 3.105 0.3 -0.5 -0.3 -0.141
H 2.840 1.960 -1.202 -0.2 0.3 0.1 0.563
H -5.947 -5.374 -1.757 -0.4 -0.3 0.4 0.521
H -2.119 1.343 4.989 -0.1 0.0 -0.1 0.006
H -1.129 -3.072 -1.065 -0.7 1.0 0.3 -0.172
H -0.700 3.411 -2.858 -0.2 -0.3 0.1 0.100
H -1.798 -3.880 2.746 0.3 -0.1 0.0 0.069
H -3.011 2.264 1.339 0.0 0.0 -0.1 -0.262
H 0.063 -1.304 0.316 0.1 0.0 -0.2 -1.733
H 7.568 5.403 -2.761 0.1 0.4 0.3 0.214
H 2.714 0.606 -2.285 -0.2 -0.4 0.2 0.247
H -5.636 -2.865 -3.692 -0.5 -0.2 -0.3 0.251
H -3.564 3.895 1.637 -0.1 0.0 0.2 0.327
H 0.538 -0.158 -2.448 -0.4 -0.2 0.0 0.357
H -3.826 -4.918 -2.567 -0.3 -0.3 0.0 0.340
H -2.207 1.769 6.671 0.5 -0.1 0.2 0.352
H -0.942 2.740 2.822 -0.6 -0.2 0.4 -0.147
H -4.293 3.569 -3.408 0.1 0.0 0.1 0.324
H -4.417 -2.216 6.518 0.0 -0.1 -0.1 0.319
H 6.771 9.200 -3.792 0.2 0.1 0.0 0.298
H 8.419 2.511 -5.097 -0.1 -0.2 0.1 0.372
H 1.236 -4.308 4.132 -0.1 -0.1 -0.1 0.475
H -1.374 -0.721 3.100 -0.3 -0.7 -0.3 0.060
H -0.426 5.317 -3.872 -0.2 0.4 -0.1 0.324
H -3.645 2.206 -1.656 -0.2 -0.2 1.2 0.072
H -6.689 -5.076 0.481 0.2 -0.3 0.5 0.469
H 3.917 2.148 -4.069 0.5 -0.5 -0.3 0.210
H 5.460 -0.191 -2.912 -0.1 -0.1 -0.2 0.144
H -1.681 -0.559 -1.949 -0.3 0.2 0.0 -0.310
H -1.939 -0.682 -3.677 -0.2 0.6 -0.2 0.496
H -5.281 -0.863 5.729 0.1 0.0 0.2 0.269
H 3.976 -2.067 1.959 0.1 -0.5 0.5 -0.105
H -6.134 -4.091 2.718 -0.5 0.9 0.4 0.479
H -3.319 -3.284 -0.228 -0.1 -0.2 0.0 -0.507
H -1.252 -6.692 2.966 0.2 -0.2 -0.1 0.284
H -2.322 3.313 -3.627 0.2 -0.2 0.2 -0.078
H -2.652 -4.900 -0.343 0.0 0.0 0.0 0.411
H 8.680 7.032 -5.156 0.3 -0.6 0.0 0.370
H 0.374 -4.734 -3.767 0.1 -0.2 0.4 0.291
H -5.198 -2.395 4.905 0.0 -0.2 0.3 0.126
H -6.651 -2.278 -2.354 0.0 -0.2 -0.1 0.144
H 2.490 -3.313 3.544 -0.1 0.5 -0.2 0.270
H 5.431 -0.899 -1.295 0.2 -0.1 0.0 0.043
H 7.181 8.882 -5.512 0.4 0.1 0.2 0.296
H -5.599 -1.199 -3.252 -0.1 0.0 0.0 0.070
H 2.550 -2.988 0.471 0.2 -0.2 0.3 0.221
H -3.012 3.826 -1.460 -0.1 0.1 0.3 0.296
H -2.651 -5.284 1.935 0.0 0.9 -0.3 0.257
H 7.577 1.592 -2.916 -0.1 -0.1 0.2 0.295
H -2.306 0.601 2.501 0.0 0.0 0.1 -0.584
H 0.541 -4.667 2.190 0.1 -0.1 -0.4 0.246
H -4.605 3.547 -0.657 0.5 -0.9 0.7 0.278
H -3.500 -1.357 1.744 0.0 -0.3 0.0 0.135
```
Forces are in eV/Å.